No. 1
DFT (wB97M-V/def2-TZVPD) results for a 2-piece molecular cluster, C5H6O2 overall in a non-equilibrium geometry.

Positions of all 13 atoms, in Å:
O: -0.2007 1.8593 1.1322
C: -0.0926 1.3554 -0.1759
C: 1.0470 0.3163 -0.2671
C: 1.2459 -0.9943 0.4138
O: 0.4044 -1.4494 1.1955
C: -0.5866 -1.2731 -0.8154
C: -1.7768 -1.5577 -0.7622
H: -0.4583 1.0822 1.6463
H: -1.0441 0.9525 -0.5059
H: 0.1017 2.2141 -0.8343
H: 2.0330 0.8278 -0.3760
H: 2.1564 -1.6151 0.2509
H: -2.8292 -1.7181 -0.9018

Forces on atoms 1 to 2 (eV/Å):
0.214 -0.351 0.407
-0.071 -0.267 -0.354

The value obtained for the HOMO-LUMO gap (alpha / beta) is 8.04 / 7.15 eV. As for the total energy: -344.2900 Ha. For the energy above the lowest of the compared OMol25 structures with the same formula, charge and spin, the calculation gives 8.4872 eV. The total charge is 0.

No. 2
DFT (wB97M-V/def2-TZVPD) results for C33H24ClFeN3PS3 as an isolated structure.

Positions of all 66 atoms, in Å:
Fe: 0.5661 -0.8491 -1.5058
Cl: 3.0032 -0.6944 -1.6934
C: 3.6266 -1.2264 -0.1383
C: 4.9803 -1.4783 -0.0372
C: 5.4800 -1.9210 1.1794
C: 4.6326 -2.1111 2.2621
C: 3.2763 -1.8510 2.1361
C: 2.7545 -1.3948 0.9288
P: 1.0055 -0.9875 0.7055
C: 0.8648 0.7466 1.1920
C: -0.2409 1.3739 0.3911
C: -0.0994 2.8703 0.0496
C: 0.9856 3.5999 0.7878
C: 1.8339 2.9618 1.5915
C: 1.8355 1.4973 1.7137
C: 0.0886 -2.0301 1.8453
C: -0.2673 -1.5909 3.1185
C: -0.9629 -2.4396 3.9667
C: -1.3031 -3.7172 3.5407
C: -0.9515 -4.1528 2.2693
C: -0.2570 -3.3105 1.4154
H: 5.6283 -1.3421 -0.8926
H: 6.5376 -2.1278 1.2737
H: 5.0285 -2.4686 3.2029
H: 2.6084 -2.0118 2.9738
H: -1.2394 1.0492 0.6749
H: -1.0394 3.4222 0.0713
H: 1.0521 4.6728 0.6571
H: 2.5936 3.5172 2.1260
H: 2.7001 1.0292 2.1722
H: -0.0030 -0.5898 3.4399
H: -1.2435 -2.1033 4.9565
H: -1.8518 -4.3758 4.2012
H: -1.2295 -5.1451 1.9402
H: -0.0053 -3.6323 0.4110
S: -4.2582 1.0334 -2.8552
C: -3.0815 -0.0806 -2.6432
S: -2.0195 -0.6084 -3.9364
C: -1.1135 -1.5737 -2.8089
N: -1.5700 -1.5340 -1.5846
N: -2.7278 -0.7778 -1.5194
C: -3.5109 -0.8620 -0.3187
C: -4.8946 -0.9061 -0.3951
C: -5.6371 -1.0047 0.7715
C: -5.0068 -1.0733 2.0053
C: -3.6215 -1.0708 2.0680
C: -2.8739 -0.9704 0.9047
S: 0.3962 -2.3273 -3.1347
H: -5.3884 -0.8622 -1.3535
H: -6.7165 -1.0355 0.7104
H: -5.5925 -1.1459 2.9119
H: -3.1172 -1.1572 3.0215
H: -1.8019 -1.0314 0.9379
N: 0.0885 1.0586 -1.0231
C: 0.2551 2.3083 -1.3217
C: 0.6706 2.9418 -2.5636
C: 0.0339 4.1262 -2.9376
C: 0.3687 4.7444 -4.1298
C: 1.3554 4.1964 -4.9393
C: 2.0055 3.0287 -4.5602
C: 1.6610 2.3974 -3.3780
H: -0.7348 4.5506 -2.3026
H: -0.1363 5.6533 -4.4274
H: 1.6223 4.6839 -5.8673
H: 2.7823 2.6123 -5.1875
H: 2.1752 1.4971 -3.0701

Forces on atoms 1 to 2 (eV/Å):
-0.037 0.175 0.382
-0.343 0.122 -0.006

The value obtained for the HOMO-LUMO gap (alpha / beta) is 7.47 / 7.48 eV. As for the total energy: -4695.7527 Ha. The total charge is +1.

No. 3
DFT (wB97M-V/def2-TZVPD) results for one molecule with the formula C2HIN2O2 in a non-equilibrium geometry.

Positions of all 8 atoms, in Å:
C: -0.5974 -0.3183 -1.2032
C: -0.0372 -0.4412 0.3518
N: -1.1017 -0.6187 -2.1683
N: 0.2028 1.0332 0.6304
O: -0.6468 1.5926 1.2640
O: 1.2250 1.4671 0.2256
I: 1.7199 -1.6326 0.0466
H: -0.7646 -1.0821 0.8530

Forces on atoms 1 to 2 (eV/Å):
1.558 -0.633 5.559
-0.486 -0.300 -5.361

The SMILES is N#C[C@@H](I)[N+](=O)[O-]. The value obtained for the HOMO-LUMO gap is 9.69 eV. As for the total energy: -634.3323 Ha. For the energy above the lowest of the compared OMol25 structures with the same formula, charge and spin, the calculation gives 2.4682 eV. The total charge is 0.

No. 4
DFT (wB97M-V/def2-TZVPD) results for a 2-piece molecular cluster, C11H15N overall in a non-equilibrium geometry.

Positions of all 27 atoms, in Å:
C: 1.5296 1.4524 4.6017
C: 0.9788 0.5524 3.5003
H: 1.4411 2.4615 4.1947
H: 0.9511 1.4150 5.5255
H: 2.5370 1.2276 4.9312
H: 0.6901 -0.4343 3.8654
H: 1.6098 0.4123 2.6253
H: 0.0755 0.9837 3.0660
C: 0.5356 -0.0629 -4.1938
C: -0.8437 -1.2952 -0.9259
C: -0.7289 -0.2383 -1.8716
C: -0.0002 -0.7613 -2.9773
C: 0.2430 -2.0800 -2.7272
C: -1.3386 -1.0085 0.3534
C: -1.4751 0.3104 0.7123
C: -1.4078 1.3682 -0.2091
C: -1.1586 1.0511 -1.5250
N: -0.2516 -2.3854 -1.4746
H: -1.5298 -1.8160 1.0434
H: -1.7022 0.5181 1.7519
H: -0.1143 -3.2572 -0.9947
H: -1.5644 2.3910 0.0390
H: 0.7687 -2.7803 -3.3515
H: -1.2490 1.7757 -2.3289
H: -0.2670 0.3432 -4.8147
H: 0.9982 -0.7835 -4.8751
H: 1.2726 0.6404 -3.9407

Forces on atoms 1 to 2 (eV/Å):
-0.388 0.229 -0.334
-0.565 -0.436 0.027

The SMILES is Cc1c[nH]c2ccccc12.CC. The value obtained for the HOMO-LUMO gap is 8.74 eV. As for the total energy: -482.8924 Ha. For the energy above the lowest of the compared OMol25 structures with the same formula, charge and spin, the calculation gives 0.6204 eV. The total charge is 0.

No. 5
DFT (wB97M-V/def2-TZVPD) results for C54H44CsN6O4PS3 as an isolated structure in a non-equilibrium geometry.

Positions of all 113 atoms, in Å:
Cs: 0.5588 -1.6172 -0.2362
C: -2.3303 3.3190 -1.4902
N: -1.2824 3.2729 -0.4892
C: -1.7995 3.9547 0.6915
C: -0.9611 3.9116 1.9222
N: -0.7081 2.8726 2.6525
C: -0.0709 3.3509 3.7786
C: 0.3403 2.6786 4.9243
C: 0.9353 3.4183 5.9294
C: 1.1248 4.7999 5.8127
C: 0.7080 5.4915 4.6867
C: 0.1025 4.7469 3.6829
N: -0.4771 5.0789 2.4811
C: -2.0769 2.5361 -2.7358
N: -1.0267 1.8716 -3.1032
C: -1.3325 1.3552 -4.3555
C: -0.5813 0.5604 -5.2132
C: -1.1507 0.1906 -6.4173
C: -2.4349 0.6054 -6.7842
C: -3.2010 1.3938 -5.9448
C: -2.6294 1.7481 -4.7312
N: -3.0789 2.5147 -3.6803
H: -2.4756 4.3691 -1.7779
H: -3.2924 2.9700 -1.0784
H: -1.0380 2.2960 -0.3172
H: -2.7951 3.5782 0.9689
H: -1.9228 5.0075 0.4097
H: 0.1835 1.6123 5.0149
H: 1.2721 2.9143 6.8277
H: 1.5916 5.3448 6.6241
H: 0.8445 6.5630 4.5982
H: -0.5768 5.9982 2.0930
H: 0.4011 0.2136 -4.9350
H: -0.5977 -0.4542 -7.0896
H: -2.8411 0.2975 -7.7402
H: -4.2038 1.7034 -6.2146
H: -4.0049 2.8821 -3.5607
C: 2.3759 -0.8800 -3.6033
C: 1.5968 -2.0217 -4.1942
C: 2.2341 -2.9069 -5.0931
C: 1.5332 -3.9695 -5.5803
C: 0.1843 -4.1623 -5.2065
C: -0.5707 -5.2603 -5.6630
C: -1.8792 -5.3837 -5.2591
C: -2.4719 -4.4275 -4.4341
C: -1.7855 -3.3022 -3.9621
S: -2.5970 -2.1206 -3.0228
C: -0.3915 -3.1909 -4.3339
N: 0.3404 -2.1628 -3.8474
H: 3.0199 -0.4194 -4.3562
H: 3.0221 -1.2546 -2.8067
H: 1.7033 -0.1329 -3.1825
H: 3.2698 -2.7419 -5.3652
H: 1.9961 -4.6842 -6.2542
H: -0.1091 -5.9881 -6.3226
H: -2.4662 -6.2344 -5.5925
H: -3.5084 -4.5339 -4.1420
O: 3.9788 -3.6720 -1.6429
S: 3.6062 -2.9381 -0.4577
O: 2.3105 -3.3047 0.1165
O: 3.7716 -1.4844 -0.5562
C: 4.7334 -3.3538 0.8665
C: 5.7223 -4.3157 0.7936
C: 6.4980 -4.5733 1.9143
C: 6.2647 -3.8764 3.0935
C: 5.2709 -2.9089 3.1552
C: 4.4940 -2.6274 2.0339
P: 3.1351 -1.3639 1.9870
C: 4.0985 0.1792 2.2632
C: 3.3237 1.3405 2.2403
C: 3.8905 2.5829 2.4733
C: 5.2549 2.6856 2.7021
C: 6.0430 1.5441 2.6763
C: 5.4711 0.2965 2.4590
C: 2.5756 -1.6806 3.7292
C: 2.7974 -0.8816 4.8463
C: 2.2521 -1.2251 6.0781
C: 1.4821 -2.3699 6.2086
C: 1.2536 -3.1755 5.0996
C: 1.7909 -2.8291 3.8722
H: 5.8666 -4.8541 -0.1352
H: 7.2772 -5.3249 1.8730
H: 6.8562 -4.0969 3.9746
H: 5.1000 -2.3701 4.0791
H: 2.2608 1.2569 2.0380
H: 3.2629 3.4668 2.4826
H: 5.7081 3.6522 2.8885
H: 7.1122 1.6278 2.8357
H: 6.1059 -0.5788 2.4354
H: 3.4035 0.0131 4.7565
H: 2.4229 -0.5912 6.9416
H: 1.0534 -2.6259 7.1702
H: 0.6414 -4.0639 5.1955
H: 1.6049 -3.4474 2.9993
C: -8.5652 0.2816 -0.0675
C: -8.8413 1.6384 -0.6620
O: -9.9424 2.0020 -1.0014
S: -7.4759 2.7523 -0.9196
C: -6.0274 1.9093 -0.3261
C: -5.5661 2.1549 0.9661
C: -4.4437 1.5004 1.4372
C: -3.7376 0.5816 0.6322
C: -4.2084 0.3746 -0.6849
C: -5.3287 1.0283 -1.1539
C: -2.5931 -0.0973 1.0976
C: -1.5923 -0.7072 1.4909
H: -9.4232 -0.0277 0.5277
H: -7.6610 0.2698 0.5321
H: -8.4389 -0.4318 -0.8842
H: -6.0988 2.8582 1.5959
H: -4.0823 1.6867 2.4412
H: -3.6618 -0.3112 -1.3238
H: -5.6759 0.8527 -2.1659

Forces on atoms 1 to 2 (eV/Å):
-2.073 1.579 -1.261
-0.008 0.028 0.002

The value obtained for the HOMO-LUMO gap is 4.83 eV. As for the total energy: -4269.8108 Ha. The total charge is -2.

No. 6
DFT (wB97M-V/def2-TZVPD) results for one molecule with the formula C4H9ClS in a non-equilibrium geometry.

Positions of all 15 atoms, in Å:
C: 1.3055 0.9052 -0.7683
C: 0.3677 -0.2920 -0.7749
C: -0.9921 0.0836 -0.2184
C: -0.9414 0.0614 1.4246
H: 0.9434 1.8193 -1.2085
H: 1.7341 1.1415 0.2187
H: 2.2758 0.7538 -1.3957
H: 0.1838 -0.6092 -1.7959
H: 0.2589 -2.5485 0.1305
H: -1.1625 1.1428 -0.3703
H: -1.8008 0.5313 1.9258
H: 0.0209 0.5605 1.7685
H: -1.0636 -0.9349 1.8447
S: 1.2175 -1.7171 -0.0518
Cl: -2.3471 -0.8978 -0.7290

Forces on atoms 1 to 2 (eV/Å):
3.061 -0.208 -0.588
-0.568 -0.098 -1.146

The SMILES is C[C@H](Cl)[C@@H](C)S. The value obtained for the HOMO-LUMO gap is 9.98 eV. As for the total energy: -1016.1621 Ha. For the energy above the lowest of the compared OMol25 structures with the same formula, charge and spin, the calculation gives 0.7141 eV. The total charge is 0.